Entry 1:
{
  "formula": "C31H23CoN5O2",
  "method": "wB97M-V/def2-TZVPD",
  "spin_multiplicity": 4,
  "homo_energy_ev": [-6.929, -6.880],
  "elements": ["Co", "C", "C", "C", "C", "N", "C", "C", "C", "C", "C", "C", "N", "C", "C", "C", "C", "C", "N", "H", "H", "H", "H", "H", "H", "H", "H", "H", "H", "H", "O", "N", "N", "O", "C", "C", "C", "C", "C", "C", "H", "H", "H", "H", "H", "C", "C", "C", "C", "C", "C", "C", "C", "C", "C", "H", "H", "H", "H", "H", "H", "H"],
  "positions_angstrom": [[-0.412835, -0.169611, 0.172911], [0.153129, -1.091186, -4.193182], [1.527934, -1.020611, -4.341511], [2.301726, -0.615775, -3.267909], [1.673937, -0.292706, -2.071998], [0.348832, -0.372770, -1.933816], [-0.391703, -0.761352, -2.963240], [2.413172, 0.156526, -0.858847], [3.782488, 0.395475, -0.832259], [4.355547, 0.824900, 0.350957], [3.563124, 1.008330, 1.473193], [2.204535, 0.744877, 1.374223], [1.668989, 0.327490, 0.228752], [1.255720, 0.865807, 2.521104], [1.626870, 1.355570, 3.765757], [0.678568, 1.419096, 4.772976], [-0.612676, 0.990802, 4.515919], [-0.901561, 0.510354, 3.248938], [0.006754, 0.454219, 2.283831], [-0.486837, -1.403702, -5.005963], [1.995112, -1.281605, -5.281822], [3.376577, -0.565122, -3.365505], [-1.458411, -0.815531, -2.783910], [4.391678, 0.254074, -1.712327], [5.419035, 1.016922, 0.401116], [4.005581, 1.337887, 2.401282], [2.637007, 1.688150, 3.956140], [0.948573, 1.798818, 5.749428], [-1.381218, 1.023780, 5.274761], [-1.891506, 0.155350, 2.986252], [-2.491006, 0.218754, -0.033838], [-2.859421, 1.431030, 0.039366], [-1.894638, 2.270087, -0.016770], [-0.647104, 1.903123, -0.160294], [-2.195451, 3.664218, 0.064939], [-1.138466, 4.560266, 0.040027], [-1.398438, 5.920955, 0.122649], [-2.700143, 6.383491, 0.228907], [-3.749969, 5.472975, 0.250786], [-3.508483, 4.112938, 0.168770], [-0.134024, 4.174597, -0.047036], [-0.573580, 6.621490, 0.101864], [-2.899133, 7.445149, 0.292410], [-4.770366, 5.824637, 0.330964], [-4.319218, 3.400493, 0.183647], [2.190108, -5.082743, 1.812655], [2.382054, -3.698724, 2.016382], [1.484545, -2.804284, 1.505867], [0.343088, -3.207198, 0.761322], [-0.576440, -2.245898, 0.221847], [-1.666996, -2.771674, -0.442406], [-1.876686, -4.159555, -0.618876], [-0.981532, -5.063494, -0.127122], [0.154127, -4.606414, 0.581122], [1.100496, -5.518132, 1.116100], [2.901480, -5.793345, 2.215131], [3.238608, -3.352274, 2.582799], [1.621691, -1.745760, 1.675671], [-2.420531, -2.100922, -0.846521], [-2.757048, -4.505110, -1.150485], [-1.129664, -6.129570, -0.259340], [0.938499, -6.579859, 0.963212]],
  "forces_ev_per_a": [[0.091, 0.041, -0.067], [0.040, -0.001, -0.014], [-0.056, -0.008, -0.021], [0.083, 0.011, 0.037], [-0.078, -0.015, -0.040], [0.014, -0.025, 0.035], [-0.028, -0.005, 0.008], [0.041, 0.012, -0.022], [0.029, 0.021, -0.001], [-0.041, -0.003, -0.002], [0.041, 0.006, 0.001], [0.022, 0.021, 0.012], [0.031, 0.001, -0.015], [-0.093, 0.003, 0.036], [0.087, 0.024, -0.026], [-0.073, -0.015, 0.012], [0.046, 0.028, 0.022], [-0.017, 0.000, -0.020], [-0.043, -0.115, -0.009], [-0.004, 0.001, 0.003], [0.005, 0.002, 0.002], [-0.006, 0.002, 0.008], [0.002, -0.003, 0.011], [-0.006, 0.003, 0.000], [0.001, -0.002, 0.000], [-0.012, -0.003, 0.002], [-0.004, -0.002, -0.014], [0.003, 0.003, -0.001], [0.000, -0.003, 0.000], [0.007, -0.014, -0.007], [-0.007, -0.034, 0.009], [0.031, 0.045, 0.014], [-0.001, -0.108, -0.009], [0.021, 0.069, 0.008], [-0.033, 0.115, 0.008], [0.028, -0.052, -0.005], [-0.013, 0.020, 0.000], [0.007, -0.011, 0.000], [0.002, 0.007, 0.000], [-0.008, -0.047, 0.002], [0.001, 0.009, 0.000], [0.001, -0.003, 0.000], [0.000, -0.001, 0.000], [0.000, -0.002, 0.000], [-0.001, 0.005, 0.000], [0.007, 0.001, 0.003], [0.007, -0.008, 0.006], [-0.036, 0.022, -0.020], [-0.028, -0.081, -0.057], [-0.111, 0.119, 0.064], [0.016, -0.065, 0.019], [-0.003, 0.008, -0.011], [-0.028, -0.020, -0.008], [0.046, 0.038, 0.026], [-0.007, -0.008, -0.001], [0.001, 0.002, 0.001], [-0.004, 0.007, 0.001], [0.022, 0.003, 0.017], [0.001, -0.001, 0.008], [0.000, 0.003, 0.002], [0.010, -0.001, -0.003], [-0.003, 0.003, -0.003]],
  "lowdin_charge": [0.65, -0.04, -0.05, 0.00, -0.18, 0.09, -0.09, -0.16, 0.01, -0.03, 0.01, -0.19, 0.11, -0.19, 0.00, -0.05, -0.04, -0.08, 0.08, 0.11, 0.11, 0.10, 0.12, 0.11, 0.11, 0.11, 0.11, 0.11, 0.11, 0.12, -0.18, -0.01, -0.23, -0.16, -0.17, -0.02, -0.08, -0.10, -0.09, -0.02, 0.11, 0.10, 0.10, 0.10, 0.10, -0.11, -0.10, -0.06, -0.19, -0.13, -0.15, -0.10, -0.07, -0.18, -0.05, 0.09, 0.09, 0.07, 0.07, 0.09, 0.10, 0.10]
}



Entry 2:
{
  "formula": "C31H23F12IrN3O5S2",
  "method": "wB97M-V/def2-TZVPD",
  "spin_multiplicity": 5,
  "total_charge": -1,
  "homo_energy_ev": [-3.177, -5.508],
  "elements": ["Ir", "C", "C", "C", "C", "C", "N", "C", "C", "C", "C", "C", "C", "C", "C", "O", "C", "F", "F", "F", "C", "F", "F", "F", "C", "C", "C", "O", "C", "F", "F", "F", "C", "F", "F", "F", "H", "H", "H", "H", "H", "H", "H", "H", "H", "H", "H", "H", "C", "C", "C", "C", "C", "C", "C", "S", "O", "O", "O", "H", "H", "H", "H", "H", "H", "H", "S", "C", "N", "C", "C", "C", "N", "H", "H", "H", "H"],
  "positions_angstrom": [[-0.612546, -0.232434, 0.039041], [3.128391, -0.315374, -5.584390], [2.670404, -0.228675, -4.154685], [3.094330, -1.148666, -3.204187], [2.687624, -1.038391, -1.892931], [1.783150, -0.048080, -1.483651], [1.415364, 0.011960, -0.125013], [2.380533, 0.170288, 0.820991], [3.669004, 0.605035, 0.419757], [4.726816, 0.664736, 1.292417], [4.562961, 0.312818, 2.628307], [5.709721, 0.293999, 3.596574], [3.279178, -0.013853, 3.062735], [2.192104, -0.077827, 2.211768], [0.801598, -0.390169, 2.770299], [-0.007626, -1.079044, 1.933471], [0.853207, -1.243377, 4.084288], [-0.344985, -1.764744, 4.353788], [1.717027, -2.270960, 3.986763], [1.216964, -0.544037, 5.191637], [0.162244, 0.988738, 3.180739], [-0.966046, 0.834867, 3.888874], [0.997370, 1.740452, 3.938671], [-0.133648, 1.731170, 2.111036], [1.286496, 0.831104, -2.456775], [1.777724, 0.757338, -3.755206], [0.208294, 1.848657, -2.072219], [-0.329850, 1.736499, -0.841097], [0.826837, 3.274999, -2.171795], [1.984021, 3.338800, -1.484466], [0.016380, 4.216366, -1.684754], [1.124695, 3.644826, -3.443623], [-0.982394, 1.753680, -3.088943], [-0.690681, 1.968633, -4.399627], [-1.509237, 0.522146, -3.033227], [-1.943832, 2.631530, -2.784033], [3.975775, -0.992947, -5.682832], [2.318803, -0.683648, -6.218617], [3.421576, 0.664687, -5.962320], [3.771709, -1.946102, -3.487234], [3.040745, -1.734378, -1.147780], [3.809870, 0.893706, -0.611721], [5.697651, 0.983079, 0.931684], [6.663012, 0.335717, 3.072028], [5.652396, 1.142282, 4.281830], [5.675239, -0.615691, 4.196404], [3.153065, -0.227374, 4.113266], [1.471455, 1.485818, -4.489835], [-0.691400, -2.808949, -6.026303], [-1.223511, -2.615604, -4.631475], [-0.380306, -2.682237, -3.529862], [-0.872879, -2.458840, -2.252725], [-2.217273, -2.176199, -2.076161], [-3.074267, -2.120367, -3.163492], [-2.575275, -2.341501, -4.434974], [-2.865765, -1.730091, -0.467232], [-4.185100, -2.287925, -0.363479], [-1.899958, -2.280289, 0.500455], [-2.789801, -0.250097, -0.430695], [0.343693, -3.147557, -6.003756], [-0.732676, -1.863055, -6.570908], [-1.293613, -3.536314, -6.572077], [0.672505, -2.898747, -3.662215], [-0.212454, -2.517475, -1.398181], [-4.117915, -1.895080, -2.986814], [-3.237284, -2.297040, -5.292046], [1.907085, -3.093451, 0.785328], [1.198124, -4.594656, 0.398510], [-0.147388, -4.774094, 0.625005], [-0.733465, -6.007973, 0.406592], [0.034883, -7.037467, -0.048146], [1.383754, -6.758292, -0.336569], [1.941772, -5.541084, -0.097658], [-0.731758, -3.971379, 0.830277], [-1.793053, -6.078754, 0.601124], [-0.375788, -8.025419, -0.192067], [2.039025, -7.505123, -0.767663]],
  "forces_ev_per_a": [[3.182, 2.683, -0.294], [-0.079, 0.026, 0.034], [-0.037, 0.004, 0.067], [0.082, 0.053, -0.054], [-0.227, 0.100, 0.293], [0.418, 0.006, -0.855], [-2.627, -0.993, 0.228], [0.689, 0.120, 0.519], [-0.310, -0.052, -0.154], [0.071, -0.027, 0.157], [-0.147, -0.027, -0.015], [-0.092, 0.050, -0.033], [0.315, 0.113, -0.190], [-0.264, -0.096, -0.101], [-0.210, 0.449, 0.132], [-0.519, -0.033, -0.586], [-0.109, -0.314, 0.248], [0.159, 0.049, -0.031], [-0.083, 0.122, -0.098], [0.030, -0.053, -0.204], [0.008, 0.252, 0.187], [0.028, -0.074, -0.102], [-0.027, -0.115, -0.065], [0.081, -0.030, 0.046], [-0.224, -0.045, 0.393], [0.206, -0.184, -0.112], [-0.078, 0.323, -0.672], [-0.689, -1.294, 0.737], [0.143, 0.252, 0.006], [-0.165, -0.077, 0.052], [0.075, -0.101, 0.015], [-0.028, -0.123, 0.163], [-0.231, -0.074, -0.304], [0.066, 0.022, 0.204], [0.043, 0.128, 0.075], [0.057, -0.085, 0.061], [0.002, -0.002, -0.030], [0.036, -0.013, -0.047], [0.010, 0.002, -0.019], [0.017, -0.008, 0.017], [0.082, -0.025, -0.032], [0.052, -0.002, 0.013], [0.013, -0.002, -0.009], [0.041, 0.004, 0.040], [0.046, 0.013, 0.014], [0.078, -0.003, 0.026], [-0.062, -0.005, 0.021], [-0.119, -0.010, 0.022], [-0.052, 0.082, 0.115], [0.035, 0.004, -0.104], [-0.122, 0.037, 0.041], [-0.029, -0.204, 0.016], [-0.158, 0.179, 0.164], [-0.031, -0.012, 0.044], [0.005, -0.030, 0.054], [-0.228, -1.845, -0.405], [-0.036, 0.437, -0.124], [0.213, 0.111, -0.140], [0.805, 0.381, 0.719], [0.000, -0.027, -0.051], [0.034, -0.028, -0.065], [0.052, -0.015, -0.052], [0.026, -0.009, -0.011], [0.060, -0.018, 0.019], [-0.030, -0.020, -0.108], [-0.024, 0.016, 0.002], [0.338, 0.748, 0.290], [-0.401, -2.050, -0.712], [0.108, 1.003, 0.240], [-0.498, -0.796, -0.082], [0.428, 0.592, -0.056], [-0.332, -1.181, -0.290], [0.207, 1.572, 0.635], [-0.008, 0.070, -0.001], [0.055, 0.054, 0.080], [-0.070, 0.022, -0.061], [-0.048, 0.024, 0.080]],
  "lowdin_charge": [1.37, -0.05, -0.26, -0.04, -0.04, -0.24, -0.02, -0.22, 0.01, -0.03, -0.25, -0.05, 0.02, -0.08, -0.38, -0.27, -0.54, 0.17, 0.13, 0.12, -0.54, 0.16, 0.14, 0.14, -0.06, 0.03, -0.38, -0.19, -0.53, 0.15, 0.17, 0.13, -0.53, 0.12, 0.15, 0.17, 0.07, 0.08, 0.08, 0.11, 0.06, 0.12, 0.11, 0.07, 0.08, 0.08, 0.12, 0.12, -0.05, -0.27, -0.02, -0.07, -0.28, -0.06, -0.04, 0.47, -0.29, -0.40, -0.40, 0.07, 0.08, 0.08, 0.11, 0.07, 0.12, 0.11, 0.97, -0.79, 0.05, -0.12, -0.11, -0.19, 0.01, 0.09, 0.11, 0.09, 0.07]
}



Entry 3:
{
  "formula": "C31H23MgN5O12S",
  "method": "wB97M-V/def2-TZVPD",
  "total_charge": -2,
  "e_above_lowest_ev": 1.703,
  "homo_energy_ev": -1.632,
  "elements": ["Mg", "O", "C", "O", "C", "O", "C", "C", "O", "O", "H", "H", "H", "H", "H", "S", "C", "C", "C", "C", "C", "C", "C", "C", "C", "N", "H", "H", "H", "H", "H", "H", "C", "C", "C", "C", "C", "C", "N", "C", "C", "C", "C", "C", "C", "H", "H", "H", "H", "H", "H", "H", "H", "H", "H", "O", "N", "O", "C", "C", "C", "C", "O", "C", "C", "N", "O", "O", "N", "O", "O", "H", "H"],
  "positions_angstrom": [[-0.111472, 0.783892, 0.477370], [1.704878, 4.021792, 1.286728], [0.586417, 3.590268, 0.729100], [-0.132468, 2.749359, 1.244110], [0.191886, 4.369825, -0.510794], [-0.456550, 3.573608, -1.469752], [0.451958, 3.089006, -2.467092], [1.665991, 2.322351, -1.879383], [2.655885, 2.258271, -2.608636], [1.511223, 1.889441, -0.695617], [1.994796, 3.372236, 1.959720], [1.083067, 4.854438, -0.918655], [-0.502043, 5.151741, -0.183868], [0.813813, 3.921540, -3.075163], [-0.097601, 2.404419, -3.107572], [-3.091984, -1.709392, 3.168941], [-1.515780, -2.196043, 3.650701], [-0.551850, -1.507635, 2.973782], [-1.033807, -0.552002, 2.022604], [-2.399196, -0.562025, 2.039263], [-3.217117, 0.310138, 1.217559], [-4.617750, 0.256985, 1.181347], [-5.307951, 1.137459, 0.371366], [-4.599450, 2.063215, -0.381379], [-3.214920, 2.048829, -0.294079], [-2.542324, 1.200579, 0.475688], [-1.386200, -2.959936, 4.406561], [0.506687, -1.679044, 3.154405], [-5.144364, -0.480327, 1.773947], [-6.390123, 1.096118, 0.321547], [-5.096263, 2.761312, -1.042494], [-2.607573, 2.737814, -0.873191], [-4.755681, -0.299301, -3.328686], [-3.725988, 0.612949, -3.504813], [-2.512146, 0.445463, -2.856906], [-2.270407, -0.651517, -2.019653], [-3.334465, -1.553976, -1.835878], [-4.547709, -1.379560, -2.477031], [-1.075904, -0.772814, -1.314618], [-0.404958, -1.917812, -1.424449], [0.648160, -2.063459, -0.343939], [1.852112, -2.962253, -0.613294], [1.571591, -4.059960, -1.566799], [0.454104, -4.004790, -2.329822], [-0.533464, -2.976945, -2.308161], [-5.706029, -0.166996, -3.832763], [-3.868169, 1.474346, -4.149995], [-1.730709, 1.182981, -2.979806], [-3.184861, -2.388859, -1.161326], [-5.348793, -2.090798, -2.301299], [0.123021, -2.360237, 0.565964], [2.268079, -3.309760, 0.335593], [2.272069, -4.880921, -1.653214], [0.291029, -4.814898, -3.038734], [-1.328562, -3.011046, -3.040037], [7.258963, -1.754239, 3.208990], [6.526747, -1.981106, 2.244484], [6.738269, -2.912275, 1.473250], [5.349046, -1.201277, 2.068818], [4.495953, -1.449476, 0.969897], [3.348726, -0.743034, 0.808288], [2.911034, 0.273986, 1.782530], [1.778948, 0.771395, 1.839517], [3.936169, 0.581717, 2.774824], [5.080581, -0.173861, 2.948046], [3.749234, 1.679525, 3.681416], [3.034125, 2.625621, 3.370302], [4.315173, 1.639535, 4.773508], [2.611162, -0.816174, -0.421383], [2.803156, -1.985915, -1.154598], [1.226434, -0.786543, -0.120733], [4.776909, -2.184837, 0.230984], [5.757262, 0.048858, 3.754427]],
  "forces_ev_per_a": [[0.338, -0.255, 0.048], [-0.128, 0.028, -0.293], [-0.021, -0.256, 0.346], [-0.035, 0.299, -0.109], [0.065, 0.039, -0.063], [-0.011, 0.019, -0.099], [0.171, -0.099, 0.379], [0.046, 0.223, -0.140], [-0.149, -0.057, 0.141], [-0.383, -0.112, -0.264], [0.017, -0.146, 0.219], [0.000, -0.013, -0.027], [-0.040, -0.031, -0.009], [0.054, 0.043, -0.010], [-0.132, 0.006, -0.008], [0.018, -0.041, 0.047], [-0.021, 0.004, -0.015], [0.050, -0.087, 0.096], [0.161, 0.219, -0.183], [0.182, -0.182, 0.165], [-0.300, 0.100, -0.084], [0.070, 0.061, -0.035], [0.075, -0.021, 0.034], [0.039, 0.037, -0.007], [-0.105, -0.032, 0.055], [0.156, 0.162, -0.165], [-0.038, 0.049, -0.047], [-0.069, 0.001, 0.000], [0.021, -0.004, 0.005], [0.001, 0.006, -0.009], [0.002, -0.017, 0.011], [-0.022, -0.022, 0.034], [-0.011, 0.012, -0.021], [-0.019, -0.008, -0.075], [0.096, -0.044, -0.011], [-0.157, 0.098, -0.003], [0.112, 0.004, 0.006], [-0.017, -0.033, 0.009], [-0.034, -0.071, -0.035], [0.028, 0.077, 0.008], [0.112, -0.264, -0.213], [-0.231, 0.110, 0.049], [0.012, -0.001, -0.024], [0.110, -0.099, 0.055], [-0.083, 0.083, -0.015], [0.001, 0.005, 0.011], [0.001, -0.013, 0.021], [0.054, -0.037, 0.000], [0.010, -0.003, -0.007], [0.018, 0.008, 0.001], [0.026, -0.048, 0.068], [0.004, -0.057, 0.063], [0.009, 0.053, 0.018], [0.018, 0.004, 0.025], [-0.043, 0.077, 0.029], [0.007, 0.176, -0.193], [0.048, -0.559, 0.491], [0.042, 0.161, -0.169], [-0.117, 0.396, 0.035], [-0.079, -0.027, -0.144], [-0.092, -0.041, -0.161], [-0.029, 0.086, 0.451], [0.236, 0.169, -0.234], [-0.064, -0.167, -0.294], [0.031, -0.084, -0.132], [-0.251, 0.015, 0.501], [0.139, -0.015, -0.088], [0.041, 0.013, -0.245], [0.172, 0.062, 0.040], [-0.005, 0.099, 0.114], [-0.150, -0.057, 0.001], [-0.019, -0.018, 0.001], [0.061, 0.022, 0.055]],
  "lowdin_charge": [0.74, 0.14, -0.49, 0.03, -0.11, -0.14, -0.10, -0.63, 0.01, -0.05, 0.09, 0.14, 0.14, 0.12, 0.10, 0.93, -0.46, -0.23, -0.17, -0.53, -0.29, -0.05, -0.09, -0.08, -0.13, 0.09, 0.04, 0.09, 0.08, 0.10, 0.09, 0.10, -0.14, -0.12, -0.04, -0.29, -0.04, -0.11, 0.09, -0.25, -0.17, -0.23, -0.09, -0.13, -0.07, 0.08, 0.09, 0.09, 0.12, 0.09, 0.15, 0.14, 0.08, 0.09, 0.08, 0.01, -0.38, 0.03, -0.18, 0.06, -0.08, -0.25, 0.00, -0.06, 0.06, -0.33, 0.05, 0.03, 0.00, -0.02, -0.14, 0.12, 0.12]
}